Record 1
Below is a structure of composition C48H50F4Ge2N3OTl, with properties calculated with ωB97M-V with the def2-TZVPD basis set.

ORCA input file:
```
! wB97M-V def2-TZVPD RIJCOSX def2/J DEFGRID3
* xyz 2 1
Tl -1.4918 0.1177 1.1261
Ge -1.0127 2.1890 -2.1225
Ge -0.2857 -4.2598 0.5736
F 3.2069 -1.6002 -1.4787
F 2.4134 3.7340 -1.7616
F 4.6789 2.7139 -2.6178
F 0.9414 -0.5941 -0.5904
O -1.2248 -2.7932 -0.5045
N 0.2988 2.0889 -0.6536
N 0.0450 2.0343 2.3751
N -1.6657 -3.5133 -2.6174
C 3.0420 -0.2726 -1.5480
C -3.5807 -6.7600 -0.0287
C 1.5592 1.6145 -1.1273
C -2.2902 -6.1847 0.0063
C -3.5099 -2.8350 -1.1961
C -2.8852 -3.3275 2.3645
C -2.7348 1.3202 -1.7224
C 3.7802 1.8853 -2.0978
C -4.3712 -5.0455 1.4880
C -2.0293 -5.0801 0.7795
C -2.6275 -3.9058 -3.6546
C 1.5736 -4.3998 4.2123
C 0.9710 -4.6439 2.9862
C 2.5854 2.4133 -1.6447
C -5.5074 1.0726 0.7913
C 1.7992 -3.0932 4.6213
C -2.6906 4.4464 -2.6800
C -5.4372 -4.4292 2.1927
C -0.6662 6.1841 -3.4552
C -3.0712 -4.4783 1.5553
C 0.4525 3.2963 0.2063
C -0.1691 3.2665 1.6035
C -3.5371 1.5607 -0.5674
C -4.5928 -6.1992 0.6909
C -5.2288 -3.3056 2.9368
C -2.0511 -3.0585 -1.4374
C 0.6033 -3.5840 2.1575
C -1.3578 4.0287 -2.6205
C -5.2462 0.0586 -1.4589
C -5.0872 1.9587 1.7435
C 0.8496 -2.2733 2.5603
C -0.1857 1.1033 -3.5201
C -3.0060 5.7213 -3.1326
C 0.9727 -5.1596 -0.5813
C -0.3457 4.9058 -3.0173
C 1.4761 1.8632 2.6491
C -3.9321 -2.7534 3.0292
C 1.8533 0.2580 -1.0992
C -3.1671 2.5233 0.4055
C -3.9186 2.7250 1.5304
C -4.7660 0.8737 -0.4012
C 1.4373 -2.0358 3.7957
C -4.5253 -0.0717 -2.6097
C -0.2542 -3.5745 -3.0091
C 4.0365 0.5307 -2.0528
C -0.6959 2.1476 3.6398
C -1.9940 6.5896 -3.5159
C -3.2514 0.5330 -2.7266
H 1.6148 -4.4306 -1.0735
H -2.1430 -4.6169 -4.3170
H -6.4353 0.5245 0.9256
H -0.1295 -3.0436 -3.9515
H 0.6921 4.5998 -2.9939
H -0.8006 1.1520 -4.4205
H 0.5014 -5.8073 -1.3165
H -2.9425 -3.0449 -4.2466
H -1.5005 -6.6387 -0.5836
H -4.9278 -0.6354 -3.4452
H -0.1062 0.0620 -3.1956
H -1.7618 2.2856 3.4355
H -5.6696 2.1099 2.6443
H -4.0429 6.0305 -3.1885
H -3.4865 3.7696 -2.3854
H 1.8598 -5.2292 4.8477
H 1.9052 2.7654 3.1017
H 1.5927 -5.7606 0.0881
H -6.0498 -2.8409 3.4713
H -3.9804 -2.3132 -2.0264
H -3.6425 -2.2629 -0.2803
H -0.5694 1.2353 4.2274
H 1.6219 -1.0207 4.1257
H 0.6146 -1.4410 1.9098
H -3.7693 -1.8812 3.6530
H 2.0180 1.6418 1.7278
H -1.8897 -2.9166 2.4691
H -5.5878 -6.6291 0.6645
H -1.2402 3.4511 1.5869
H 0.7817 -5.6730 2.6877
H -3.5010 -4.3824 -3.2229
H 0.0831 4.1945 -0.2939
H -6.4269 -4.8710 2.1269
H -2.3132 3.1518 0.1795
H -2.6914 0.3871 -3.6452
H -3.7575 -7.6411 -0.6346
H 1.6246 1.0364 3.3404
H -6.2119 -0.4268 -1.3534
H 0.2891 4.1171 2.1283
H 0.3636 -3.1063 -2.2538
H 0.8058 1.4755 -3.7774
H -0.3480 2.9972 4.2416
H -4.0085 -3.8029 -1.0691
H 0.1245 6.8592 -3.7568
H 2.2637 -2.8985 5.5798
H 4.9793 0.1233 -2.3949
H -3.6431 3.4900 2.2486
H 0.0588 -4.6082 -3.1524
H 1.5158 3.4486 0.3664
H -2.2349 7.5878 -3.8621
*
```

Computed properties:
- largest force on an atom (Eh/bohr) = 0.02546
- LUMO (eV) = -4.8
- energy relative to the best compared isomer or geometry (same formula, charge and spin) (kJ/mol) = 40.8
- Kohn-Sham gap (eV) = 8.294
- HOMO level (eV) = -13.11
- E_tot (eV) = -185688.7811

Record 2
Below is a structure of composition C48H51MnN7S4, with properties calculated with ωB97M-V with the def2-TZVPD basis set.

ORCA input file:
```
! wB97M-V def2-TZVPD RIJCOSX def2/J DEFGRID3
* xyz 4 4
Mn -0.0985 0.2261 0.2446
S 0.4026 0.1324 3.3866
S 3.2443 -0.0074 3.2319
S 3.1170 -0.0203 0.4482
S -1.7609 -1.1568 -0.4484
N -2.5110 -3.1085 -2.0243
N -3.7005 2.8301 1.1541
N 1.8227 -0.5959 3.4795
N -1.9823 -1.2062 -3.1595
N -0.2563 0.2499 2.0395
N 1.6622 0.0034 0.0733
N 3.5047 0.6643 1.8476
C 3.6889 -1.6835 0.3382
C -1.6771 4.1383 -0.6955
C 3.1887 -4.0068 0.4736
C 6.5559 -2.0951 3.8075
C -2.5945 -2.0342 4.8611
C 0.8306 4.0699 3.8365
C -1.6230 2.8108 -0.2708
C -0.7685 -2.1658 6.4425
C 0.7050 4.2487 -0.8402
C 4.6209 3.3583 4.9335
C -1.8299 -1.2386 4.0227
C 0.7813 2.9184 -0.4519
C 4.7124 -3.5979 4.2651
C 0.4376 1.7362 4.1426
C -0.5398 -0.9208 4.4221
C -0.3736 2.1871 -0.1745
C 4.6015 2.9947 6.2745
C 3.7413 1.2210 4.3825
C 4.5189 -4.2861 0.1736
C -2.0711 -2.4842 6.0679
C -2.9560 2.1507 0.0207
C 4.1875 2.4674 3.9626
C 5.0223 -1.9374 0.0333
C 5.2688 1.5313 -0.2028
C -5.0844 2.2696 1.2970
C 3.6790 0.9691 -1.9775
C 3.8004 -2.5990 3.9581
C 5.6571 2.2494 -2.4660
C -0.5306 4.8667 -0.9698
C 4.4765 1.6431 -2.8864
C 5.6678 -1.0840 3.4952
C 4.0935 0.9301 -0.6505
C 3.7212 0.8286 5.7204
C 0.8047 2.7912 3.3096
C 0.0950 1.9252 5.4771
C 6.0765 -3.3467 4.1922
C 6.0502 2.1992 -1.1325
C 5.4315 -3.2588 -0.0420
C 0.1213 3.2178 5.9839
C 0.0158 -1.3797 5.6161
C 0.4873 4.2822 5.1692
C -1.5855 0.1921 -3.3232
C -2.0958 -1.8605 -2.0187
C 4.3028 -1.3645 3.5745
C 4.1535 1.7353 6.6692
C -2.9445 2.7717 2.4479
C -2.8555 -3.8617 -3.2368
C 2.7577 -2.6944 0.5561
H -2.2088 -0.8897 3.0700
H 1.0408 -1.1431 5.8790
H -5.6030 2.3393 0.3447
H 4.9881 4.3340 4.6399
H 1.6178 4.7900 -1.0626
H 7.6210 -1.9046 3.7671
H 4.2042 2.7194 2.9092
H 0.5043 5.2858 5.5765
H -3.7978 -3.5173 -3.6652
H -3.6116 3.0425 3.2613
H -2.3045 -1.6778 -3.9918
H 1.7261 -2.4505 0.7741
H 4.8456 -5.3159 0.0941
H 6.7793 -4.1311 4.4479
H 4.1814 1.6915 -3.9269
H -5.0070 1.2287 1.6037
H 2.7316 -2.7671 4.0184
H 3.4083 -0.1713 6.0066
H 4.1648 1.4537 7.7148
H -1.3470 0.3579 -4.3697
H 1.0532 2.6053 2.2733
H 5.5560 1.4836 0.8399
H -5.6239 2.8377 2.0490
H 2.7606 0.4842 -2.2850
H -2.9603 -4.9070 -2.9697
H -0.6024 5.8967 -1.3008
H -2.8625 1.1061 0.2922
H 4.3547 -4.5726 4.5737
H 5.7243 -1.1333 -0.1547
H -0.7059 0.4089 -2.7336
H 6.0216 -0.0959 3.2172
H -3.7907 3.8126 0.8994
H 4.9518 3.6948 7.0238
H 1.1197 4.9044 3.2082
H 6.2793 2.7647 -3.1875
H -2.6809 -3.0956 6.7222
H -2.6474 -3.5478 -1.1297
H -0.3614 -2.5383 7.3733
H -3.6000 -2.3114 4.5708
H -0.1528 3.3898 7.0169
H 2.4853 -4.8149 0.6321
H -2.3899 0.8671 -3.0367
H -2.6465 4.6144 -0.8423
H -3.6060 2.2256 -0.8495
H 1.7532 2.4604 -0.3922
H -2.5702 1.7608 2.5832
H -2.0586 -3.7793 -3.9763
H 6.4621 -3.4848 -0.2882
H -0.2058 1.0989 6.1081
H 6.9677 2.6799 -0.8147
H -2.1063 3.4616 2.4092
*
```

Computed properties:
- largest force on an atom (Eh/bohr) = 0.03341
- LUMO (spin up / spin down) (eV) = -11.8 / -10.1
- energy relative to the best compared isomer or geometry (same formula, charge and spin) (kJ/mol) = 0.0
- Kohn-Sham gap (spin up / spin down) (eV) = 6.382 / 8.098
- HOMO level (spin up / spin down) (eV) = -18.15 / -18.15
- E_tot (eV) = -135654.0162

Record 3
Below is a structure of composition C48H52AsBrN2O6ScSi, with properties calculated with ωB97M-V with the def2-TZVPD basis set.

ORCA input file:
```
! wB97M-V def2-TZVPD RIJCOSX def2/J DEFGRID3
* xyz -1 1
Br 0.2703 -6.5840 -2.2683
As 2.3238 -0.2202 2.8456
Sc -0.2221 0.3405 0.7055
Si -1.2343 3.3831 -0.8196
O -1.2384 -0.8281 -0.6320
O 0.8235 -1.6088 1.0869
O 0.9651 0.6663 2.4610
O -2.4007 -1.7529 -2.2866
O -0.6869 1.9512 -0.3749
O -4.9616 -0.5786 -1.3728
N 2.0143 1.9052 0.0396
N 1.8311 -0.4346 -1.2337
C 2.4980 1.8626 -1.2307
C -0.9381 6.2930 2.8750
C 3.1112 2.9742 -1.8414
C -3.6196 2.3456 4.6447
C 1.9876 -1.8800 3.7451
C 0.7599 -2.6687 0.3371
C 2.6879 4.2031 0.1743
C 0.0333 3.0374 -3.3127
C 0.9245 -2.6449 -1.0798
C 2.9264 0.5460 -3.2087
C -3.8775 2.8794 -0.1434
C -0.8519 4.0946 1.8960
C 0.4769 -5.0098 -1.2217
C -5.3172 -2.5063 1.7222
C -0.2001 3.9731 -2.2962
C 0.3507 -5.0752 0.1589
C -3.0347 -2.5297 1.0010
C 3.6486 -0.5047 1.4914
C -2.2723 -1.4179 -1.1192
C 3.1850 4.1721 -1.0933
C 1.2319 4.6576 -4.6245
C -0.7773 4.9210 3.0106
C 2.1113 3.0262 0.7036
C -2.8572 0.8277 2.8734
C -3.5569 4.6453 -1.8821
C 3.2258 0.8584 4.1633
C -3.0512 3.2984 -1.3618
C -3.3477 -1.7714 -0.1155
C -5.2580 1.3578 3.0319
C -1.1870 6.8293 1.6188
C -4.6672 -1.3587 -0.2916
C 2.3829 0.6315 -1.9505
C 1.0454 5.5925 -3.6173
C -1.2662 5.9949 0.5109
C 1.3120 -1.4449 -1.8098
C 0.7464 -3.8045 -1.8326
C -3.9600 1.1029 3.8094
C -3.2108 2.2421 -2.4594
C 0.4840 -3.9279 0.9152
C -5.6458 -1.7208 0.6264
C -4.1537 -0.1005 4.7418
C 3.6312 2.8536 -3.1523
C -1.0942 4.6105 0.6180
C 0.7302 3.3726 -4.4639
C -1.9329 0.5972 2.1131
C 3.5451 1.6619 -3.8103
C -4.0077 -2.9149 1.9133
C 0.3380 5.2486 -2.4699
H -3.8263 3.6295 0.6519
H 2.7079 5.1036 0.7734
H -3.5399 5.4146 -1.1059
H -6.0887 -2.7840 2.4307
H -4.9723 0.0879 5.4440
H -4.5970 4.5477 -2.2195
H -2.0007 -2.8117 1.1570
H -1.4849 6.4413 -0.4527
H 3.9479 1.5646 -4.8110
H -3.5378 1.9303 0.2763
H -2.8090 1.2708 -2.1651
H -5.8406 -0.2046 -1.2524
H 4.0833 3.7202 -3.6191
H 0.9635 -1.8563 4.1131
H -6.6666 -1.3818 0.4779
H -0.3258 2.0205 -3.1912
H -3.7381 -3.5120 2.7754
H 0.8248 -3.7468 -2.9116
H 2.6030 0.9196 5.0542
H 1.4497 6.5931 -3.7224
H 4.3625 -1.2307 1.8843
H -0.7576 3.0227 2.0347
H 2.6884 -1.9819 4.5739
H -4.2755 2.0988 -2.6824
H 0.8937 2.6246 -5.2308
H 4.1927 0.4218 4.4158
H -4.9329 2.7681 -0.4299
H -5.1366 2.1985 2.3498
H 3.3668 1.8580 3.7563
H -1.3272 7.8978 1.5014
H -4.4241 2.5600 5.3553
H 0.2249 5.9925 -1.6903
H 1.1696 -1.4848 -2.8969
H -5.5248 0.4783 2.4430
H -4.3821 -0.9942 4.1611
H -0.6066 4.4846 3.9883
H 3.6232 5.0524 -1.5492
H -2.7259 2.5514 -3.3889
H 4.1502 0.4387 1.2822
H -6.0760 1.5826 3.7242
H -0.8776 6.9394 3.7428
H 0.1236 -6.0193 0.6374
H -3.2402 -0.2896 5.3087
H -3.4829 3.2151 3.9985
H 3.1512 -0.8698 0.5976
H 0.3315 -3.9644 1.9876
H -2.6931 2.1878 5.2003
H 1.7780 4.9217 -5.5227
H -2.9673 5.0014 -2.7324
H 2.9086 -0.4001 -3.7350
H 1.6812 3.0238 1.7020
H 2.0918 -2.6943 3.0347
*
```

Computed properties:
- largest force on an atom (Eh/bohr) = 0.00833
- LUMO (eV) = 2.1
- energy relative to the best compared isomer or geometry (same formula, charge and spin) (kJ/mol) = 113.7
- Kohn-Sham gap (eV) = 7.279
- HOMO level (eV) = -5.20
- E_tot (eV) = -225353.4146